[1]
{"formula": "C20H40Cl10O15", "method": "wB97M-V/def2-TZVPD", "species": ["C", "O", "C", "O", "O", "C", "H", "H", "H", "H", "H", "H", "C", "O", "C", "O", "O", "C", "H", "H", "H", "H", "H", "H", "C", "O", "C", "O", "O", "C", "H", "H", "H", "H", "H", "H", "C", "O", "C", "O", "O", "C", "H", "H", "H", "H", "H", "H", "C", "O", "C", "O", "O", "C", "H", "H", "H", "H", "H", "H", "C", "Cl", "Cl", "H", "H", "C", "Cl", "Cl", "H", "H", "C", "Cl", "Cl", "H", "H", "C", "Cl", "Cl", "H", "H", "C", "Cl", "Cl", "H", "H"], "coordinates": [[3.048, -3.086, 2.804], [3.398, -4.144, 3.654], [2.947, -5.354, 3.358], [2.153, -5.639, 2.483], [3.466, -6.221, 4.262], [3.284, -7.600, 4.026], [3.050, -3.389, 1.757], [3.904, -2.425, 2.947], [2.094, -2.722, 3.183], [2.509, -7.964, 3.351], [3.005, -8.115, 4.945], [4.261, -7.985, 3.734], [0.743, 0.903, -4.166], [0.486, -0.059, -5.160], [0.219, 0.318, -6.361], [0.087, 1.447, -6.815], [0.073, -0.799, -7.150], [0.073, -0.688, -8.567], [-0.087, 1.016, -3.467], [1.029, 1.862, -4.597], [1.695, 0.668, -3.691], [-0.762, -0.056, -8.873], [-0.002, -1.670, -9.033], [0.948, -0.186, -8.979], [2.605, -0.727, 0.213], [2.261, 0.593, 0.676], [1.126, 1.202, 0.138], [0.520, 0.863, -0.827], [0.987, 2.437, 0.720], [-0.104, 3.244, 0.477], [3.332, -1.296, 0.792], [2.783, -0.727, -0.862], [1.700, -1.298, 0.423], [0.064, 4.243, 0.882], [-0.972, 2.811, 0.973], [-0.334, 3.395, -0.577], [-3.510, 4.685, -1.584], [-4.905, 4.929, -1.109], [-5.236, 4.687, 0.141], [-4.548, 4.104, 0.997], [-6.363, 5.346, 0.366], [-6.887, 5.570, 1.651], [-3.351, 3.607, -1.568], [-2.699, 5.051, -0.953], [-3.503, 5.021, -2.621], [-7.840, 6.087, 1.538], [-6.157, 6.134, 2.231], [-6.996, 4.567, 2.064], [1.793, 0.001, 5.802], [1.219, 0.522, 4.583], [-0.038, 0.140, 4.248], [-0.794, -0.590, 4.913], [-0.334, 0.568, 3.032], [-1.643, 0.403, 2.456], [1.508, -1.030, 6.008], [1.582, 0.644, 6.657], [2.860, 0.168, 5.655], [-1.968, -0.635, 2.376], [-1.653, 0.825, 1.451], [-2.348, 1.062, 2.963], [5.525, 0.505, -1.507], [4.094, 1.486, -2.086], [5.717, -0.908, -2.632], [6.463, 1.046, -1.634], [5.314, 0.130, -0.506], [-2.410, 4.527, 3.097], [-3.397, 5.340, 4.319], [-0.808, 4.087, 3.746], [-2.908, 3.594, 2.836], [-2.395, 5.199, 2.239], [-0.161, -4.529, 0.600], [-1.163, -4.560, -0.889], [-0.169, -2.970, 1.364], [-0.584, -5.249, 1.301], [0.859, -4.817, 0.345], [-2.358, -0.274, -1.391], [-3.619, -1.343, -1.955], [-3.130, 1.249, -0.823], [-1.941, -0.815, -0.542], [-1.607, -0.108, -2.164], [1.058, -3.336, -4.458], [1.676, -2.438, -3.015], [-0.702, -3.434, -4.477], [1.360, -2.777, -5.343], [1.511, -4.326, -4.395]], "lowdin_charge": [-0.07, 0.01, -0.56, 0.09, 0.02, -0.06, 0.08, 0.11, 0.09, 0.09, 0.10, 0.10, -0.04, -0.01, -0.58, 0.13, -0.04, -0.05, 0.09, 0.11, 0.06, 0.10, 0.10, 0.10, -0.07, -0.03, -0.52, 0.12, -0.01, -0.10, 0.08, 0.04, 0.03, 0.09, 0.06, 0.09, 0.01, 0.01, -0.59, 0.06, -0.01, -0.03, 0.00, 0.09, 0.10, 0.10, 0.09, 0.10, -0.03, -0.02, -0.57, 0.09, -0.03, -0.03, 0.10, 0.10, 0.09, 0.08, 0.03, 0.10, -0.89, 0.51, 0.45, 0.03, 0.02, -1.04, 0.53, 0.55, 0.00, 0.03, -0.94, 0.67, 0.68, 0.06, 0.05, -0.98, 0.59, 0.62, 0.00, 0.02, -0.90, 0.60, 0.66, 0.05, 0.05], "relative_energy_kcal_mol": 0.0, "orbital_gap_ev": [9.9, 2.0], "charge": 1, "spin_multiplicity": 2}

---

[2]
{"formula": "C5H8O2", "method": "wB97M-V/def2-TZVPD", "species": ["C", "C", "C", "C", "O", "C", "O", "H", "H", "H", "H", "H", "H", "H", "H"], "coordinates": [[-0.022, -1.524, 1.378], [0.018, -0.504, 0.266], [-0.579, -0.773, -1.068], [0.724, -0.730, -1.023], [-0.009, 0.786, 0.854], [0.236, 1.845, -0.024], [-0.897, 2.239, -0.739], [-0.959, -1.440, 1.939], [0.807, -1.365, 2.075], [0.047, -2.532, 0.960], [-1.471, -0.955, -1.655], [-1.162, 1.485, -1.284], [1.666, -0.803, -1.547], [1.058, 1.565, -0.704], [0.544, 2.705, 0.572]], "lowdin_charge": [-0.01, -0.49, 0.03, 0.04, -0.05, -0.30, -0.01, 0.09, 0.08, 0.08, 0.11, 0.07, 0.11, 0.12, 0.13], "relative_energy_kcal_mol": 71.4, "smiles": "CC1(OCO)C=C1", "orbital_gap_ev": 10.6}

---

[3]
{"formula": "C8H8BrCl", "method": "wB97M-V/def2-TZVPD", "species": ["C", "C", "C", "C", "C", "C", "C", "C", "Cl", "Br", "H", "H", "H", "H", "H", "H", "H", "H"], "coordinates": [[-2.249, 0.033, -1.291], [-2.390, 0.706, -0.059], [-1.131, -0.768, -1.633], [-1.335, 0.658, 0.838], [-0.081, -0.750, -0.696], [-0.118, -0.093, 0.501], [2.615, 0.430, 0.088], [1.003, -0.341, 1.432], [1.495, -2.027, 1.598], [1.125, 0.530, 3.090], [-3.017, 0.054, -2.126], [-3.177, 1.297, 0.344], [-0.913, -1.100, -2.583], [-1.293, 1.171, 1.809], [0.936, -1.201, -0.909], [3.420, 0.933, 0.625], [2.103, 0.992, -0.648], [3.008, -0.525, -0.379]], "lowdin_charge": [-0.08, -0.08, -0.05, -0.04, -0.11, -0.37, 0.02, -1.12, 0.59, 0.72, 0.12, 0.09, 0.08, 0.08, 0.10, 0.02, 0.01, 0.04], "relative_energy_kcal_mol": 54.5, "orbital_gap_ev": 8.7}

---

[4]
{"formula": "C2F3NO3S", "method": "wB97M-V/def2-TZVPD", "species": ["C", "C", "N", "O", "O", "O", "F", "F", "F", "S"], "coordinates": [[-1.094, 0.806, -0.662], [-1.568, -0.549, -0.269], [-0.435, 1.739, -0.433], [2.104, 0.394, 0.730], [3.565, -1.454, 1.217], [0.110, 2.773, -0.491], [-0.670, -1.382, 0.276], [-2.460, -0.306, 0.680], [-2.156, -1.107, -1.339], [2.605, -0.914, 0.290]], "lowdin_charge": [0.14, -0.62, -0.10, -0.45, -0.43, 0.10, 0.14, 0.16, 0.15, 0.90], "relative_energy_kcal_mol": 74.3, "orbital_gap_ev": 9.2}